Entry 1:
This record from the Open Molecules 2025 dataset describes a molecular structure, C5H3NO3 in a non-equilibrium geometry. The level of theory is ωB97M-V with the def2-TZVPD basis set.

CARTESIAN COORDINATES (ANGSTROEM)
O -2.67 -1.14 0.09
O -1.93 1.25 0.46
O 0.10 1.00 -0.62
N -1.38 0.67 -0.69
C 3.12 -0.02 0.12
C -0.28 -1.29 -0.27
C 1.97 -0.44 0.05
C -1.52 -0.80 -0.16
C 0.53 -0.29 -0.41
H 0.04 -2.32 0.23
H 4.16 0.91 0.72
H -2.14 2.47 0.48

The calculation puts the HOMO energy at -0.365 Ha. The value obtained for the relative energy (zero: lowest compared OMol25 entry of this formula, charge and spin) is 213.9 kcal per mole. The calculation puts the gap between HOMO and LUMO at 9.132 eV.

---

Entry 2:
This record from the Open Molecules 2025 dataset describes a molecular structure, C5H3NOS2 in a non-equilibrium geometry. The level of theory is ωB97M-V with the def2-TZVPD basis set.

CARTESIAN COORDINATES (ANGSTROEM)
S 0.42 -3.77 -1.39
S -0.16 -1.62 -4.31
O -0.29 1.37 -3.22
N -0.20 0.31 -2.35
C -0.11 0.79 -1.03
C 0.00 0.02 0.03
C 0.21 -2.13 -1.19
C 0.03 -0.88 -2.81
C 0.13 -1.39 -0.04
H -0.14 1.84 -0.81
H 0.10 -1.92 1.02
H -0.04 0.54 0.93

The calculation puts the HOMO energy at 0.029 Ha. The value obtained for the relative energy (zero: lowest compared OMol25 entry of this formula, charge and spin) is 36.4 kcal per mole. The total charge is -2. The calculation puts the gap between HOMO and LUMO at 5.164 eV.

---

Entry 3:
This record from the Open Molecules 2025 dataset describes a molecular structure, C5H3O6Ru in a non-equilibrium geometry. The level of theory is ωB97M-V with the def2-TZVPD basis set.

CARTESIAN COORDINATES (ANGSTROEM)
Ru 0.12 -0.82 -1.26
O 0.01 -1.12 -4.48
O 0.05 4.89 0.57
O 2.73 -0.04 0.10
O -0.04 0.02 2.88
O 0.10 -3.26 0.57
O -2.55 -0.03 0.01
C 1.75 -0.31 -0.47
C 0.04 -1.24 -3.33
C 0.10 -2.37 -0.15
C -1.56 -0.29 -0.52
C 0.05 3.91 0.01
H -0.36 -0.80 3.27
H 0.10 0.76 -0.47
H -0.54 0.69 3.27

The calculation puts the HOMO energy (alpha / beta) at -0.479 / -0.712 Ha. The value obtained for the relative energy (zero: lowest compared OMol25 entry of this formula, charge and spin) is 5.9 kcal per mole. Its spin multiplicity is 6. Its expectation value of S² is 8.771. The total charge is +2. The calculation puts the gap between HOMO and LUMO (alpha / beta) at 4.952 / 3.036 eV.

---

Entry 4:
This record from the Open Molecules 2025 dataset describes a molecular structure, C5H3O6Ru in a non-equilibrium geometry. The level of theory is ωB97M-V with the def2-TZVPD basis set.

CARTESIAN COORDINATES (ANGSTROEM)
Ru -1.17 -0.06 -0.50
O 4.30 -1.43 -2.63
O -0.18 2.69 -1.54
O -0.92 -2.97 0.47
O -2.35 1.00 2.08
O -3.96 -0.22 -2.05
O 1.71 0.62 1.95
C -0.57 1.66 -1.20
C -1.02 -1.88 0.09
C -3.03 -0.11 -1.39
C 3.16 -1.30 -2.68
C -1.93 0.61 1.07
H 1.39 1.22 2.65
H 2.61 0.92 1.74
H 0.41 -0.13 -0.13

The calculation puts the HOMO energy (alpha / beta) at -0.550 / -0.679 Ha. The value obtained for the relative energy (zero: lowest compared OMol25 entry of this formula, charge and spin) is 11.1 kcal per mole. Its spin multiplicity is 6. Its expectation value of S² is 8.781. The total charge is +2. The calculation puts the gap between HOMO and LUMO (alpha / beta) at 6.356 / 3.574 eV.

---

Entry 5:
This record from the Open Molecules 2025 dataset describes a molecular structure, C5H3O6Tb in a non-equilibrium geometry. The level of theory is ωB97M-V with the def2-TZVPD basis set.

CARTESIAN COORDINATES (ANGSTROEM)
Tb 0.10 0.16 0.70
O -0.24 -0.79 -3.52
O -0.34 -0.32 2.89
O 0.26 -3.43 -0.17
O 2.78 -1.37 -1.35
O -0.27 6.08 -0.90
O -2.44 -1.06 -1.06
C -0.60 -1.24 -2.47
C -0.25 4.96 -0.64
C 2.01 -0.73 -0.77
C -1.24 -0.81 -1.21
C 0.20 -2.34 0.18
H 0.90 1.56 1.40
H -0.48 -1.13 3.42
H -0.38 0.45 3.51

The calculation puts the HOMO energy (alpha / beta) at -0.663 / -0.661 Ha. The value obtained for the relative energy (zero: lowest compared OMol25 entry of this formula, charge and spin) is 0.0 kcal per mole. Its spin multiplicity is 7. Its expectation value of S² is 12.719. The total charge is +2. The calculation puts the gap between HOMO and LUMO (alpha / beta) at 7.148 / 7.113 eV.

---

Entry 6:
This record from the Open Molecules 2025 dataset describes a single C5H4 molecule in a non-equilibrium geometry. The level of theory is ωB97M-V with the def2-TZVPD basis set.

CARTESIAN COORDINATES (ANGSTROEM)
C -1.16 -1.68 0.84
C 0.57 -0.25 -0.78
C 0.40 1.13 -0.30
C -0.62 -0.88 -0.04
C 0.35 2.13 0.41
H -1.93 -2.59 1.20
H 0.25 3.10 0.90
H 0.58 -0.18 -1.84
H 1.57 -0.77 -0.39

The calculation puts the HOMO energy at -0.348 Ha. The value obtained for the relative energy (zero: lowest compared OMol25 entry of this formula, charge and spin) is 51.6 kcal per mole. The structure (SMILES) is C#CCC#C. The calculation puts the gap between HOMO and LUMO at 10.224 eV.

---

Entry 7:
This record from the Open Molecules 2025 dataset describes a molecular structure, C5H4 in a non-equilibrium geometry. The level of theory is ωB97M-V with the def2-TZVPD basis set.

CARTESIAN COORDINATES (ANGSTROEM)
C 0.17 1.29 0.00
C -2.00 -0.35 -0.04
C -0.06 -0.87 0.02
C 0.96 0.21 -0.10
C -1.08 0.50 -0.04
H -0.18 -1.45 0.89
H 2.07 -0.03 0.02
H 0.14 2.40 0.09
H -0.03 -1.69 -0.84

The calculation puts the HOMO energy at -0.348 Ha. The value obtained for the relative energy (zero: lowest compared OMol25 entry of this formula, charge and spin) is 57.6 kcal per mole. The calculation puts the gap between HOMO and LUMO at 10.356 eV.

---

Entry 8:
This record from the Open Molecules 2025 dataset describes a molecular structure, C5H40N2O13 in a non-equilibrium geometry. The level of theory is ωB97M-V with the def2-TZVPD basis set.

CARTESIAN COORDINATES (ANGSTROEM)
O -0.83 1.73 -0.96
O 2.94 1.36 1.67
O -3.33 1.41 1.54
O -0.56 -0.60 -1.70
O -2.45 -2.68 -1.95
O 2.06 0.11 4.04
O -2.96 3.32 -0.47
O -2.51 4.04 2.32
O 1.24 2.61 0.03
O 2.43 2.13 -2.17
O -1.73 -0.06 -4.08
O -3.73 -0.01 -1.35
O -1.22 -4.74 -0.68
N -0.51 -0.76 2.64
N 1.78 -0.93 0.20
C 2.86 -1.88 -0.28
C 3.89 -1.13 -1.15
C 0.46 -1.61 0.52
C 3.40 -2.45 0.99
C -0.62 -0.73 1.18
H -3.36 -2.64 -2.26
H -2.73 4.44 1.47
H -2.51 -0.49 -3.71
H -2.06 -1.81 -1.76
H -2.80 4.19 -0.85
H 1.90 2.48 -1.36
H 3.22 -1.84 1.95
H -0.60 -0.23 -2.59
H -3.31 2.29 1.14
H 2.27 1.91 1.14
H 4.82 -1.76 -1.06
H -2.16 0.37 -4.83
H -3.01 0.64 -1.52
H 2.50 1.35 2.54
H 4.03 -0.18 -0.64
H -1.27 -0.29 3.15
H -0.28 1.73 -1.76
H -0.95 -0.02 -1.00
H -3.23 4.28 2.91
H 2.17 -0.20 0.82
H -2.14 2.87 -0.81
H -0.58 -1.71 2.99
H 3.06 -3.47 1.20
H -1.76 -5.52 -0.77
H -2.62 1.46 2.19
H 0.78 -2.47 1.10
H 1.52 0.12 3.25
H 0.10 -2.10 -0.37
H -1.60 -4.06 -1.26
H 3.67 -1.03 -2.22
H 2.34 -2.49 -1.05
H 4.52 -2.37 0.92
H 0.13 2.17 -0.41
H 1.44 -0.28 -0.54
H 1.67 1.99 -2.75
H -0.70 0.34 0.82
H 1.12 3.49 0.41
H -1.60 -1.23 1.00
H 1.56 0.44 4.79
H -4.15 0.48 -0.63

The calculation puts the HOMO energy at -0.362 Ha. The value obtained for the relative energy (zero: lowest compared OMol25 entry of this formula, charge and spin) is 77.9 kcal per mole. The calculation puts the gap between HOMO and LUMO at 10.043 eV.

---

Q: The lowest relative energy (zero: lowest compared OMol25 entry of this formula, charge and spin) belongs to which entry?
A: C5H3O6Tb

---

Q: What is the relative energy (zero: lowest compared OMol25 entry of this formula, charge and spin) in the third record?
A: 5.9 kcal per mole

---

Q: What is the relative energy (zero: lowest compared OMol25 entry of this formula, charge and spin) in the fifth record?
A: 0.0 kcal per mole

---

Q: Look up the relative energy (zero: lowest compared OMol25 entry of this formula, charge and spin) of the fifth one.
A: 0.0 kcal per mole